Entry 1:
# C4H24N2O6

7 unconnected molecules or ions with the total composition C4H24N2O6 in a non-equilibrium geometry (ωB97M-V with the def2-TZVPD basis set, the Open Molecules 2025 dataset).

CARTESIAN COORDINATES (ANGSTROEM)
N 1.057 -1.818 -0.943
C 0.263 -1.100 -1.895
C -1.046 -0.581 -1.248
N -0.774 0.580 -0.423
C -1.743 0.707 0.682
C -0.749 1.817 -1.213
H 1.578 -1.224 -0.275
H 0.542 -2.544 -0.417
H 0.012 -1.780 -2.716
H 0.848 -0.293 -2.339
H -1.438 -1.395 -0.634
H -1.765 -0.390 -2.055
H -1.379 1.493 1.346
H -2.752 1.010 0.388
H -1.811 -0.240 1.218
H -0.056 1.739 -2.050
H -0.458 2.653 -0.580
H -1.730 2.069 -1.637
H 1.622 3.170 2.213
H 2.502 2.646 1.050
O 2.312 2.518 2.004
H 3.563 2.098 -0.926
H 2.038 1.708 -0.815
O 2.672 2.430 -0.692
H 1.322 -1.575 2.054
H 1.108 -2.257 3.467
O 1.112 -2.421 2.510
H 1.794 0.845 1.692
H 0.651 0.172 0.870
O 1.515 -0.018 1.274
H -0.896 -4.008 0.814
H -0.132 -2.767 1.418
O -0.741 -3.047 0.702
H -4.905 0.127 -1.652
H -3.430 0.460 -1.358
O -4.235 0.840 -1.723

Calculated values
Total charge: +1
Spin multiplicity: 2
HOMO (alpha / beta), Eh: -0.497 / -0.494
LUMO level (alpha / beta), eV: -2.7 / -7.6
Electronic energy, eV: -19794.8880

=====

Entry 2:
# C4H24N2O8S

8 unconnected molecules or ions with the total composition C4H24N2O8S (ωB97M-V with the def2-TZVPD basis set, the Open Molecules 2025 dataset).

CARTESIAN COORDINATES (ANGSTROEM)
C -0.679 -1.440 -0.950
N 0.434 -0.498 -1.089
C 0.628 0.455 0.014
C -0.615 1.258 0.379
S -0.267 2.585 1.566
C 1.185 -0.282 1.228
N 2.510 -0.356 1.302
O 0.471 -0.796 2.097
H -0.656 -1.931 0.019
H -0.584 -2.222 -1.694
H -1.662 -0.967 -1.080
H 0.288 0.042 -1.931
H 1.398 1.139 -0.320
H -1.027 1.729 -0.511
H -1.389 0.626 0.794
H -0.194 1.823 2.666
H 2.902 -0.884 2.082
H 3.131 -0.005 0.566
O -3.293 1.045 -1.895
H -3.987 1.716 -1.962
H -3.505 0.515 -1.103
O -0.740 1.368 -3.116
H -1.639 1.156 -2.757
H -0.723 2.317 -3.263
O 4.211 0.491 -0.907
H 4.514 1.344 -1.224
H 3.746 0.088 -1.681
O -2.228 -1.325 2.185
H -2.437 -1.155 3.105
H -1.269 -1.138 2.082
O 2.542 -0.709 -2.806
H 1.818 -0.820 -2.154
H 2.171 -0.079 -3.430
O 1.308 -3.576 1.219
H 0.909 -3.118 1.968
H 1.443 -2.877 0.552
O -3.976 -0.479 0.254
H -4.496 -1.262 0.056
H -3.317 -0.736 0.932

Calculated values
SMILES string: CN[C@@H](CS)C(N)=O.O.O.O.O.O.O.O
Spin multiplicity: 1
HOMO, Eh: -0.334
LUMO level, eV: 0.3
Electronic energy, eV: -34735.0662

=====

Entry 3:
# C4H24N8O8

8 unconnected molecules or ions with the total composition C4H24N8O8 in a non-equilibrium geometry (ωB97M-V with the def2-TZVPD basis set, the Open Molecules 2025 dataset).

CARTESIAN COORDINATES (ANGSTROEM)
O 1.868 4.221 0.803
H 0.970 3.889 0.785
H 2.029 4.426 1.724
O 1.429 2.384 -2.457
H 1.690 2.469 -1.541
H 2.255 2.368 -2.942
O -0.016 0.880 0.440
H -0.512 1.072 -0.356
H -0.145 1.650 0.995
O 0.234 0.078 -3.457
H 1.037 -0.251 -3.861
H 0.494 0.900 -3.041
C -1.337 -2.961 1.859
O -0.899 -3.445 0.771
N -1.613 -3.690 2.877
N -1.512 -1.693 2.072
H -1.696 -3.321 3.814
H -1.646 -4.674 2.650
H -1.164 -0.964 1.467
H -2.120 -1.358 2.806
C -0.452 -3.168 -2.497
O -0.390 -3.230 -3.703
N -0.247 -4.196 -1.763
N -0.665 -2.082 -1.830
H -0.393 -3.986 -0.786
H -0.162 -5.134 -2.129
H -0.699 -1.186 -2.294
H -0.851 -2.070 -0.837
C -1.764 4.436 1.145
O -0.820 3.644 1.024
N -1.577 5.718 1.137
N -2.975 4.078 1.383
H -0.662 6.128 1.014
H -2.439 6.241 1.200
H -3.669 4.806 1.472
H -3.186 3.090 1.394
C 3.188 -2.089 0.216
O 4.220 -2.356 0.705
N 2.336 -1.340 0.911
N 2.655 -2.449 -0.891
H 1.446 -0.957 0.625
H 2.651 -1.123 1.846
H 3.282 -2.814 -1.594
H 1.824 -1.942 -1.161

Calculated values
Total charge: -1
Spin multiplicity: 2
HOMO (alpha / beta), Eh: 0.003 / -0.242
LUMO level (alpha / beta), eV: 2.5 / 2.4
Electronic energy, eV: -32841.1157

=====

Entry 4:
# C4H24NO10S

9 unconnected molecules or ions with the total composition C4H24NO10S in a non-equilibrium geometry (ωB97M-V with the def2-TZVPD basis set, the Open Molecules 2025 dataset).

CARTESIAN COORDINATES (ANGSTROEM)
O -0.403 3.012 2.305
C 0.095 2.016 1.781
N -0.587 0.853 1.775
C -0.205 -0.361 1.067
C 0.133 -1.544 1.958
S -1.322 -2.560 2.413
C -1.329 -0.590 0.051
O -1.317 -1.848 -0.591
H 1.096 1.944 1.331
H -1.452 0.902 2.269
H 0.706 -0.106 0.528
H 0.508 -1.195 2.923
H 0.993 -2.061 1.521
H -1.221 -2.489 0.150
H -1.339 0.230 -0.677
H -2.314 -0.452 0.517
H 2.258 -2.273 -3.075
H 3.411 -1.412 -2.776
O 3.116 -2.030 -3.457
H -3.155 2.560 -2.799
H -2.789 1.096 -2.864
O -2.959 1.858 -3.431
H 3.586 1.120 -2.993
H 3.885 2.261 -2.049
O 4.240 1.406 -2.317
H -3.603 2.417 1.851
H -2.451 3.023 2.606
O -3.312 3.259 2.218
H -2.727 -0.433 3.345
H -2.072 0.840 3.964
O -2.851 0.523 3.495
H 2.066 -0.359 -3.719
H 1.358 0.790 -3.114
O 1.949 0.599 -3.855
H 4.145 -1.010 -0.199
H 3.714 -0.156 -1.420
O 3.423 -0.877 -0.820
H 0.156 -1.749 -1.716
H 1.510 -0.997 -1.362
O 0.895 -1.216 -2.080

Calculated values
Total charge: -1
Spin multiplicity: 1
HOMO, Eh: -0.157
LUMO level, eV: 2.2
Electronic energy, eV: -37340.6809

=====

Entry 5:
# C4H24NO6

7 unconnected molecules or ions with the total composition C4H24NO6 in a non-equilibrium geometry (ωB97M-V with the def2-TZVPD basis set, the Open Molecules 2025 dataset).

CARTESIAN COORDINATES (ANGSTROEM)
C -0.851 -2.253 -1.000
C -0.688 -0.916 -0.342
N -0.218 -0.876 1.043
C 1.348 -0.828 1.083
C 1.784 -0.657 2.511
H -1.269 -2.151 -1.995
H -1.409 -2.920 -0.336
H 0.098 -2.726 -1.287
H -0.187 -0.221 -1.118
H -1.661 -0.392 -0.395
H -0.474 -1.753 1.505
H -0.591 -0.038 1.525
H 1.528 0.110 0.561
H 1.789 -1.666 0.533
H 2.405 0.241 2.679
H 0.939 -0.416 3.186
H 2.246 -1.565 2.861
H 0.871 1.370 -1.278
H -0.095 2.523 -0.816
O 0.205 1.579 -0.577
H 0.195 -1.196 -4.219
H 1.182 -2.091 -3.687
O 0.744 -1.260 -3.422
H 2.813 0.348 -2.451
H 3.290 1.633 -1.776
O 2.937 0.758 -1.588
H -0.675 4.668 -0.660
H -0.884 4.206 -2.106
O -0.986 3.927 -1.187
H -1.201 2.210 2.808
H -2.056 2.693 1.715
O -1.771 1.860 2.110
H -3.161 -1.696 1.309
H -3.413 -0.982 2.639
O -2.783 -1.524 2.172

Calculated values
Total charge: +2
Spin multiplicity: 2
HOMO (alpha / beta), Eh: -0.656 / -0.656
LUMO level (alpha / beta), eV: -6.1 / -13.3
Electronic energy, eV: -18293.0335

=====

Entry 6:
# C4H25N2O6

7 unconnected molecules or ions with the total composition C4H25N2O6 in a non-equilibrium geometry (ωB97M-V with the def2-TZVPD basis set, the Open Molecules 2025 dataset).

CARTESIAN COORDINATES (ANGSTROEM)
C -0.948 -0.832 0.034
C -0.006 -0.982 -1.102
C 0.769 0.268 -1.318
C -0.237 1.608 -1.338
N 0.268 2.828 -1.971
N -0.012 -0.885 1.272
H -1.530 0.106 0.200
H -1.586 -1.694 -0.046
H -0.597 -1.347 -1.970
H 0.716 -1.864 -0.857
H 1.695 0.430 -0.702
H 1.213 0.254 -2.315
H -0.460 1.729 -0.221
H -1.216 1.385 -1.593
H 1.121 3.089 -1.787
H 0.065 2.980 -2.893
H 0.137 0.083 1.655
H 0.833 -1.440 1.110
H -0.476 -1.340 2.081
H 1.241 0.789 -5.300
H 2.257 0.441 -4.242
O 1.426 0.982 -4.352
H 1.976 -2.514 3.552
H 2.452 -2.326 2.065
O 1.839 -2.357 2.698
H -4.762 0.998 0.577
H -4.500 0.032 1.624
O -4.103 0.369 0.796
H -1.575 3.061 0.180
H -2.508 2.229 1.127
O -1.638 2.503 0.986
H 2.286 1.760 3.409
H 1.054 2.417 2.885
O 1.573 1.462 2.915
H 0.531 -5.169 0.528
H 1.751 -4.663 1.356
O 0.952 -4.394 0.958

Calculated values
Total charge: +1
Spin multiplicity: 1
HOMO, Eh: -0.409
LUMO level, eV: -2.4
Electronic energy, eV: -19810.4291

=====

The records above yield relative energy (zero: lowest compared OMol25 entry of this formula, charge and spin) values of 0.00 0.00 0.00 15.23 9.63 107.42 kcal per mole, respectively.